1.
Density functional theory data (ωB97M-V with the def2-TZVPD basis set) for C20H18BrClCrF3IN3O4S as an isolated structure.

```
! wB97M-V def2-TZVPD RIJCOSX def2/J DEFGRID3
* xyz -1 5
Cr 0.8560 0.2843 -0.4074
Br 1.8433 -0.6586 2.3278
C 3.5225 -1.1060 1.5777
C 4.4666 -1.4830 2.4823
C 5.7461 -1.8957 2.0428
C 6.0125 -1.9105 0.7106
C 5.0426 -1.4939 -0.2388
C 5.3760 -1.4722 -1.6115
C 4.4682 -1.0221 -2.5156
C 3.1978 -0.5722 -2.0816
C 2.7639 -0.5793 -0.7803
C 3.7384 -1.0587 0.1570
H 4.2302 -1.4703 3.5379
H 6.4943 -2.1957 2.7669
H 6.9825 -2.2331 0.3460
H 6.3559 -1.8156 -1.9261
H 4.7175 -0.9990 -3.5740
H 2.8310 0.0618 -3.8652
O -2.2041 -0.5577 -2.6663
Cl -0.7404 -0.3837 -2.8238
O 2.3350 -0.1004 -3.0566
O -0.0702 -1.2168 -1.7614
O -0.4278 1.0175 -2.4306
F 3.1860 2.1677 0.1158
C 1.8137 2.0750 0.1928
F 1.5643 2.6126 1.4441
F 1.3980 3.0986 -0.6628
I -5.3083 -1.3522 0.9196
C -3.4142 -2.0903 1.3795
C -3.2258 -2.9830 2.4149
C -1.9339 -3.4119 2.6688
C -0.8968 -2.9003 1.8950
N -1.0833 -2.0298 0.9118
C -2.3241 -1.6485 0.6359
H -4.0596 -3.3344 3.0089
H -1.7280 -4.1188 3.4618
H 0.1313 -3.1875 2.0882
H -2.4518 -0.9812 -0.2088
S -1.2872 1.5053 0.9595
C -2.6730 2.1145 0.2116
N -3.4450 3.0062 0.8850
C -4.7652 3.4012 0.4335
C -4.7198 3.5626 -1.0749
C -4.2626 2.2542 -1.6896
N -3.0698 1.7695 -1.0103
H -3.1416 3.1907 1.8256
H -5.0327 4.3355 0.9252
H -5.5156 2.6487 0.7050
H -4.0069 4.3529 -1.3212
H -5.6972 3.8426 -1.4693
H -4.0209 2.3817 -2.7442
H -5.0577 1.5046 -1.6214
H -2.5099 1.0747 -1.4900
*
```

Results
E: -171764.524 eV
expectation value of S²: 6.029
frontier orbital gap (spin up / spin down): 6.03 / 6.56 eV

And the Mulliken charges, in e, turn out to be:
1. Cr 0.489
2. Br -0.180
3. C 0.522
4. C -0.709
5. C -0.505
6. C -0.861
7. C 0.721
8. C -1.143
9. C -1.033
10. C 1.348
11. C -1.039
12. C 1.346
13. H 0.391
14. H 0.362
15. H 0.302
16. H 0.300
17. H 0.286
18. H 0.198
19. O -0.639
20. Cl 0.974
21. O -0.304
22. O -0.502
23. O -0.613
24. F -0.200
25. C 0.181
26. F -0.281
27. F -0.319
28. I 0.025
29. C -0.546
30. C -0.218
31. C -0.739
32. C -0.254
33. N 0.097
34. C 0.038
35. H 0.383
36. H 0.377
37. H 0.460
38. H 0.416
39. S -0.469
40. C 0.366
41. N -0.177
42. C -0.604
43. C -0.655
44. C -0.603
45. N 0.187
46. H 0.255
47. H 0.391
48. H 0.229
49. H 0.307
50. H 0.362
51. H 0.327
52. H 0.280
53. H -0.327


2.
Density functional theory data (ωB97M-V with the def2-TZVPD basis set) for one molecule with the formula C20H18BrN3O3S.

```
! wB97M-V def2-TZVPD RIJCOSX def2/J DEFGRID3
* xyz 0 1
C -3.2876 -0.3525 -4.8176
C -2.9724 -0.6367 -3.3837
C -2.8838 0.4066 -2.4652
C -2.5819 0.1520 -1.1406
C -2.3767 -1.1526 -0.7304
S -1.9105 -1.4235 0.9697
O -2.4652 -0.3808 1.7742
O -2.1426 -2.7878 1.3335
N -0.2257 -1.1856 0.8597
C 0.4190 -2.2024 0.0638
C 0.5125 -1.8983 -1.4350
O 0.6756 -2.7802 -2.2457
N 0.4258 -0.5731 -1.7273
C 0.3425 0.0307 -2.9822
C 0.4749 -0.6592 -4.1843
C 0.3499 0.0509 -5.3664
C 0.0982 1.4127 -5.3094
N -0.0212 2.0735 -4.1690
C 0.1017 1.4056 -3.0419
C 0.5320 -0.3521 1.6881
C 0.0709 0.0275 2.9480
C 0.8190 0.8733 3.7438
C 2.0476 1.3287 3.2971
Br 3.0836 2.4849 4.3955
C 2.5361 0.9449 2.0611
C 1.7790 0.1125 1.2591
C -2.4902 -2.2070 -1.6155
C -2.7837 -1.9425 -2.9420
H -4.3681 -0.3180 -4.9582
H -2.8782 0.6089 -5.1181
H -2.8871 -1.1287 -5.4642
H -3.0413 1.4221 -2.7963
H -2.5102 0.9434 -0.4108
H 1.4298 -2.3960 0.4378
H -0.1503 -3.1304 0.1771
H 0.2593 0.0477 -0.9446
H 0.6657 -1.7193 -4.1832
H 0.4474 -0.4506 -6.3163
H -0.0115 2.0066 -6.2063
H 0.0007 1.9871 -2.1331
H -0.8792 -0.3355 3.2981
H 0.4522 1.1642 4.7157
H 3.4983 1.2960 1.7211
H 2.1748 -0.1784 0.2976
H -2.3520 -3.2157 -1.2609
H -2.8603 -2.7597 -3.6429
*
```

Results
E: -112522.906 eV
frontier orbital gap: 9.01 eV

And the Mulliken charges, in e, turn out to be:
1. C -1.752
2. C 0.729
3. C -0.497
4. C -0.696
5. C 0.282
6. S 1.451
7. O -0.712
8. O -0.728
9. N -0.173
10. C -1.178
11. C 0.601
12. O -0.668
13. N 0.222
14. C 0.490
15. C -0.544
16. C -0.424
17. C -0.469
18. N -0.603
19. C -0.336
20. C 0.960
21. C -0.644
22. C -0.682
23. C 0.005
24. Br -0.203
25. C -0.898
26. C -0.001
27. C -0.512
28. C -0.599
29. H 0.409
30. H 0.361
31. H 0.387
32. H 0.403
33. H 0.531
34. H 0.516
35. H 0.439
36. H 0.130
37. H 0.524
38. H 0.427
39. H 0.380
40. H 0.498
41. H 0.460
42. H 0.433
43. H 0.434
44. H 0.343
45. H 0.487
46. H 0.420


3.
Density functional theory data (ωB97M-V with the def2-TZVPD basis set) for C20H18BrN4ReS as an isolated structure.

```
! wB97M-V def2-TZVPD RIJCOSX def2/J DEFGRID3
* xyz 3 2
Re 1.1266 -0.3157 0.3407
C -0.3981 -2.2118 3.8769
C -1.7080 -2.4979 3.4956
C -2.1719 -2.1060 2.2462
C -1.3287 -1.4397 1.3793
N -0.0464 -1.1718 1.7674
C 0.4043 -1.5439 2.9896
C -1.6617 -0.9569 0.0319
C -2.9100 -1.0996 -0.5514
C -3.1377 -0.5975 -1.8303
C -2.1275 0.0651 -2.5170
C -0.8824 0.2367 -1.9259
C -0.6250 -0.2906 -0.6623
H -0.0134 -2.4998 4.8449
H -2.3670 -3.0237 4.1753
H -3.1883 -2.3243 1.9516
H 1.4295 -1.2892 3.2306
H -3.7156 -1.6010 -0.0307
H -4.1081 -0.7239 -2.2914
H -2.3105 0.4429 -3.5142
H -0.0975 0.7415 -2.4799
Br 1.1843 -3.1041 -0.6710
C 2.7530 -2.2109 -1.2010
C 3.7681 -2.7762 -1.9236
C 4.9157 -2.0078 -2.1139
C 4.9996 -0.7314 -1.5610
C 3.9302 -0.2330 -0.8570
N 2.7987 -0.9692 -0.6968
H 3.6787 -3.7847 -2.3037
H 5.7478 -2.4149 -2.6747
H 5.8896 -0.1287 -1.6756
H 3.9422 0.7544 -0.4174
C -1.8435 2.6012 1.7051
N -1.2701 3.0537 0.4342
C -1.8934 3.9124 -0.4443
C -1.0237 4.1634 -1.4539
N 0.1100 3.4438 -1.1715
C -0.0529 2.7672 -0.0285
S 1.2203 1.8670 0.7884
H -2.9256 2.6609 1.6384
H -1.4960 3.2364 2.5177
H -1.5551 1.5700 1.8918
H -2.8901 4.2817 -0.2704
H -1.1127 4.7904 -2.3249
H 0.9625 3.4657 -1.7136
*
```

Results
E: -109973.576 eV
expectation value of S²: 0.764
frontier orbital gap (spin up / spin down): 6.50 / 6.57 eV

And the Mulliken charges, in e, turn out to be:
1. Re 0.639
2. C -0.771
3. C -0.494
4. C -0.773
5. C 0.458
6. N 0.082
7. C -0.108
8. C 1.067
9. C -0.607
10. C -0.875
11. C -0.828
12. C -0.729
13. C 0.424
14. H 0.487
15. H 0.493
16. H 0.512
17. H 0.467
18. H 0.469
19. H 0.477
20. H 0.499
21. H 0.526
22. Br 0.011
23. C 0.728
24. C -0.670
25. C -0.108
26. C -0.800
27. C 0.026
28. N -0.162
29. H 0.464
30. H 0.455
31. H 0.453
32. H 0.462
33. C -0.678
34. N 0.296
35. C -0.145
36. C -0.572
37. N 0.133
38. C -0.089
39. S -0.280
40. H 0.336
41. H 0.321
42. H 0.223
43. H 0.495
44. H 0.453
45. H 0.232


4.
Density functional theory data (ωB97M-V with the def2-TZVPD basis set) for C20H18Cl2F5N2O5TeZr as an isolated structure.

```
! wB97M-V def2-TZVPD RIJCOSX def2/J DEFGRID3
* xyz 1 1
Zr -0.2500 0.4631 -0.4461
Cl -2.1770 1.8852 7.6571
C -1.8009 1.6066 6.0003
C -1.5122 0.3135 5.5790
C -1.2102 0.0928 4.2506
C -1.1982 1.1638 3.3564
C -1.4909 2.4569 3.7906
C -1.7938 2.6815 5.1177
C -0.8770 0.9267 1.9614
O -0.8410 1.8584 1.0825
O -0.6024 -0.2479 1.5134
H -1.5276 -0.4993 6.2906
H -0.9831 -0.9031 3.8959
H -1.4782 3.2740 3.0826
H -2.0242 3.6733 5.4788
F -3.6377 -2.1900 -1.7736
Te -2.0280 -1.4261 -2.1784
F -2.8477 -0.4720 -3.5036
F -2.3908 0.2187 -1.0960
F -1.5422 -2.6900 -3.4056
F -0.4885 -0.2416 -2.6132
O -1.0169 -1.8098 -0.7515
Cl 7.8650 0.0133 -2.6405
C 6.2374 0.1025 -2.0842
C 5.6983 1.3439 -1.7644
C 4.3929 1.4146 -1.3219
C 3.6379 0.2484 -1.2024
C 4.1915 -0.9918 -1.5197
C 5.4962 -1.0671 -1.9645
C 2.2584 0.3182 -0.7450
O 1.5321 -0.7234 -0.6080
O 1.6725 1.4335 -0.4833
H 6.3051 2.2326 -1.8622
H 3.9501 2.3662 -1.0614
H 3.5920 -1.8858 -1.4155
H 5.9453 -2.0167 -2.2176
N -0.6971 2.2913 -1.7072
C -0.6360 3.2832 -2.3035
N -0.5818 4.3783 -2.9832
C -1.0337 4.4148 -4.3913
C 0.1306 4.8077 -5.2934
C 0.9957 5.9154 -4.6539
C 0.2718 6.6079 -3.5022
C -0.0297 5.6194 -2.3841
H -1.8523 5.1321 -4.4533
H -1.4359 3.4359 -4.6439
H -0.2810 5.1347 -6.2489
H 0.7409 3.9277 -5.4983
H 1.2813 6.6498 -5.4052
H 1.9254 5.4852 -4.2742
H -0.6512 7.0737 -3.8537
H 0.8823 7.4088 -3.0859
H -0.7452 6.0241 -1.6674
H 0.8863 5.3558 -1.8535
*
```

Results
E: -81456.282 eV
frontier orbital gap: 7.66 eV

And the Mulliken charges, in e, turn out to be:
1. Zr 1.350
2. Cl -0.170
3. C 0.449
4. C -0.751
5. C -0.272
6. C -0.122
7. C -0.261
8. C -0.759
9. C 1.932
10. O -0.860
11. O -0.853
12. H 0.426
13. H 0.476
14. H 0.458
15. H 0.423
16. F -0.350
17. Te 2.117
18. F -0.342
19. F -0.523
20. F -0.353
21. F -0.518
22. O -0.690
23. Cl -0.172
24. C 0.455
25. C -0.761
26. C -0.261
27. C -0.137
28. C -0.276
29. C -0.760
30. C 1.750
31. O -0.807
32. O -0.846
33. H 0.421
34. H 0.466
35. H 0.475
36. H 0.426
37. N -0.384
38. C 0.319
39. N 0.071
40. C -0.812
41. C -0.531
42. C -0.549
43. C -0.727
44. C -0.656
45. H 0.324
46. H 0.460
47. H 0.337
48. H 0.270
49. H 0.339
50. H 0.297
51. H 0.332
52. H 0.375
53. H 0.337
54. H 0.417


Maximum force for every record listed, in sequence, given in eV/A: 0.7; 1.1; 0.5; 0.7.